Record 1
{"formula": "C24H44BNP2Yb", "method": "wB97M-V/def2-TZVPD", "symbols": ["Yb", "C", "C", "C", "C", "C", "C", "H", "H", "H", "C", "H", "H", "H", "C", "H", "H", "H", "C", "H", "H", "H", "C", "H", "H", "H", "C", "C", "C", "C", "C", "C", "C", "C", "H", "H", "H", "H", "H", "H", "H", "H", "H", "H", "H", "H", "P", "C", "C", "P", "C", "C", "C", "H", "H", "H", "H", "H", "H", "H", "H", "H", "H", "H", "H", "H", "H", "B", "C", "N", "H", "H", "H"], "positions_angstrom": [[1.53616, -0.73310, -0.72141], [-0.60781, -0.71547, 0.65233], [-0.40568, -1.95313, 0.00302], [1.29793, -1.67887, 1.51112], [0.45767, -0.53663, 1.58297], [0.76285, -2.55899, 0.53685], [-1.83833, 0.12910, 0.65938], [-1.68748, 1.12583, 0.21487], [-2.17882, 0.29118, 1.69910], [-2.65390, -0.35424, 0.10275], [0.58664, 0.54425, 2.57015], [-0.39556, 0.97124, 2.80501], [1.23009, 1.34685, 2.17889], [1.03646, 0.20439, 3.51414], [2.53979, -1.89556, 2.30078], [2.44753, -1.49895, 3.31838], [3.39109, -1.38323, 1.82653], [2.77443, -2.96551, 2.38138], [1.42956, -3.75057, -0.02881], [2.14124, -4.15622, 0.69826], [1.98675, -3.52415, -0.96112], [0.67866, -4.52309, -0.25596], [-1.28517, -2.53838, -1.04440], [-1.28795, -3.62891, -0.94400], [-0.96720, -2.33906, -2.08072], [-2.31285, -2.17468, -0.94926], [-1.61769, 2.93908, -2.21196], [-2.68637, 2.12791, -2.18907], [-2.77549, 0.77333, -2.79725], [-2.61959, 0.61903, -4.33365], [-1.17669, 0.31319, -4.81539], [-0.15374, 0.05333, -3.66891], [0.12420, 1.17078, -2.59174], [-0.38877, 2.56577, -2.98105], [-3.78063, 0.38081, -2.57448], [-3.07059, 1.46190, -4.88121], [-2.09944, 0.04318, -2.29628], [-0.58078, 2.57300, -4.05878], [-1.61494, 3.94693, -1.80051], [-3.55890, 2.40583, -1.58786], [0.40335, 3.33295, -2.81245], [-0.33624, 0.89431, -1.61197], [-0.51279, -0.85397, -3.13753], [1.21525, 1.28566, -2.39593], [-3.21943, -0.28635, -4.57598], [-1.25692, -0.66241, -5.32701], [-0.35176, 1.33688, -6.04426], [-0.39046, 3.16343, -6.19137], [-1.11333, 0.75746, -7.59754], [1.53699, -0.33986, -4.38169], [1.41344, 1.00463, -5.64912], [1.47379, -1.73324, -5.53077], [3.13711, -0.30361, -3.54976], [0.58451, 3.60419, -5.93000], [-1.15598, 3.70171, -5.61903], [-0.56090, 3.39002, -7.25971], [-0.75444, 1.36723, -8.43555], [-2.20859, 0.87250, -7.55040], [-0.89133, -0.30229, -7.77668], [3.92389, 0.02708, -4.25658], [3.41695, -1.33334, -3.26429], [3.22684, 0.36997, -2.67147], [1.87024, 1.91289, -5.23247], [1.94491, 0.75582, -6.57827], [1.99289, -2.57690, -5.06448], [2.00362, -1.46179, -6.45707], [0.44462, -2.01075, -5.78239], [3.33908, 3.30260, 1.11483], [2.97834, 2.11583, 0.22187], [2.71108, 1.17182, -0.43266], [2.76709, 3.17184, 2.18066], [2.99408, 4.30672, 0.52881], [4.54636, 3.24058, 1.23491]], "atomic_forces_ev_per_a": [[0.92, 0.63, -1.58], [0.34, -0.06, 0.72], [-0.47, -0.35, 0.44], [-0.75, -0.09, 0.22], [-0.12, -1.24, -0.24], [-0.78, 0.19, 0.61], [-0.39, 0.38, -0.12], [-0.08, -0.20, 0.18], [0.05, -0.08, -0.49], [0.13, 0.14, 0.20], [0.22, 0.93, 0.41], [0.23, 0.04, 0.01], [-0.23, 0.00, 0.33], [-0.14, 0.04, -0.29], [0.38, -0.11, 0.09], [0.04, -0.04, -0.22], [0.10, -0.14, 0.27], [0.04, 0.31, -0.01], [-0.04, -0.55, 0.18], [-0.06, -0.08, -0.31], [0.00, -0.20, -0.01], [0.43, 0.11, -0.12], [-0.19, -0.46, -0.22], [-0.21, 0.11, -0.11], [-0.01, -0.09, 0.10], [0.08, -0.13, -0.03], [-0.90, -0.06, -0.87], [0.35, 1.04, 0.90], [-0.52, -1.03, -0.13], [-0.38, -0.35, 0.02], [-0.02, -0.02, 1.38], [-0.21, 0.11, 0.48], [0.17, -0.20, 0.02], [0.84, 0.41, 0.28], [0.30, 0.18, -0.04], [0.08, -0.18, 0.28], [-0.49, 0.53, -0.24], [-0.07, 0.20, 0.56], [-0.27, -0.35, 0.26], [0.33, 0.14, -0.28], [-0.50, -0.57, -0.07], [0.27, 0.13, -0.61], [0.52, 0.50, -0.56], [-0.56, -0.24, -0.18], [0.33, 0.69, -0.09], [0.30, 0.39, -0.14], [0.22, 0.54, -0.51], [-0.27, 0.57, -0.46], [0.63, 0.01, -0.34], [-1.51, -2.78, 1.69], [0.22, 0.73, -0.84], [0.63, -0.17, -0.07], [1.61, 0.75, -0.80], [-0.38, -0.38, 0.06], [0.02, -0.37, -0.13], [0.02, -0.14, 0.43], [-0.03, -0.29, 0.11], [0.38, 0.07, 0.32], [0.00, 0.27, 0.02], [0.26, 0.16, 0.14], [-0.47, 0.40, -0.17], [-0.35, -0.28, -0.48], [-0.34, 0.03, -0.28], [0.08, 0.05, 0.35], [-0.28, 0.02, -0.21], [-0.13, -0.21, 0.07], [0.21, -0.01, 0.17], [0.28, 0.60, 0.36], [-0.55, -1.86, -1.08], [0.75, 1.90, 0.84], [0.04, -0.05, -0.19], [0.00, -0.01, 0.02], [-0.09, 0.07, 0.03]], "mulliken_spin": [0.072, -0.004, 0.015, 0.001, 0.011, 0.008, 0.000, 0.000, 0.000, 0.000, 0.000, 0.000, 0.000, 0.000, 0.005, 0.000, -0.001, 0.000, -0.045, 0.001, 0.024, 0.001, 0.022, 0.001, 0.019, 0.002, -0.001, 0.002, 0.003, 0.009, 0.105, 0.098, -0.054, 0.013, 0.001, 0.000, 0.003, -0.007, 0.000, 0.000, 0.003, -0.003, -0.019, -0.020, -0.001, 0.018, -0.009, 0.004, 0.007, 0.562, 0.060, -0.024, 0.136, -0.002, 0.001, 0.000, -0.002, 0.001, 0.001, -0.003, 0.006, -0.018, -0.005, -0.004, 0.029, -0.003, -0.013, 0.000, -0.001, -0.009, 0.000, 0.000, 0.000], "de_lowest_kcal_mol": 0.0, "lumo_energy_ev": [-2.857, -2.898], "total_charge": 1, "e_tot_ha": -2861.50637, "largest_force_ev_per_a": 3.6, "multiplicity": 2, "gap_ev": [5.01, 6.54]}



Record 2
{"formula": "C30H26Cl3N2O4PSV", "method": "wB97M-V/def2-TZVPD", "symbols": ["V", "Cl", "C", "C", "C", "Cl", "C", "O", "C", "Cl", "C", "H", "H", "O", "S", "O", "O", "C", "C", "C", "C", "C", "C", "P", "C", "C", "C", "C", "C", "C", "C", "C", "C", "C", "C", "C", "H", "H", "H", "H", "H", "H", "H", "H", "H", "H", "H", "H", "H", "H", "N", "C", "N", "C", "C", "C", "C", "C", "H", "H", "H", "H", "H", "H", "H", "H", "H", "H"], "positions_angstrom": [[-0.02290, -0.83867, -0.27641], [5.12797, 3.87749, -2.09887], [3.76074, 2.97114, -1.58895], [2.74006, 3.61671, -0.90227], [1.63287, 2.89642, -0.48438], [0.34620, 3.65356, 0.36617], [1.56925, 1.54158, -0.76208], [0.50985, 0.77040, -0.40380], [2.60054, 0.91728, -1.44747], [2.41063, -0.79223, -1.72367], [3.71086, 1.60928, -1.87467], [2.80661, 4.67452, -0.69224], [4.51616, 1.12109, -2.40366], [2.39269, -3.03361, 0.61354], [1.09638, -2.88312, 1.17535], [0.04823, -2.61207, -0.01889], [0.98348, -1.12143, 1.59519], [0.25511, -0.97474, 2.80115], [0.94691, -1.13323, 3.98488], [0.23029, -1.07975, 5.17222], [-1.14776, -0.88880, 5.16311], [-1.82063, -0.72901, 3.96439], [-1.11530, -0.75697, 2.75877], [-1.90014, -0.48625, 1.16804], [-3.30432, -1.59406, 1.02738], [-3.09912, -2.96796, 1.17141], [-4.17392, -3.83493, 1.09443], [-5.45308, -3.33725, 0.87084], [-5.65951, -1.97324, 0.72826], [-4.58730, -1.09522, 0.80449], [-2.44397, 1.22113, 1.04152], [-2.38821, 2.08633, 2.12974], [-2.82239, 3.39809, 1.98912], [-3.30107, 3.84720, 0.76857], [-3.34494, 2.98815, -0.32463], [-2.91416, 1.68117, -0.19164], [2.01561, -1.30043, 3.97370], [0.75143, -1.20095, 6.11215], [-1.69547, -0.86517, 6.09479], [-2.89463, -0.58590, 3.95734], [-2.10806, -3.36565, 1.35205], [-4.01692, -4.89831, 1.21223], [-6.29223, -4.01772, 0.81712], [-6.65747, -1.58756, 0.57027], [-4.75953, -0.03106, 0.71440], [-2.00876, 1.75220, 3.08578], [-2.78482, 4.06759, 2.83767], [-3.63952, 4.86933, 0.66431], [-3.71788, 3.34163, -1.27671], [-2.95453, 1.01474, -1.04617], [-1.04576, -0.90207, -1.93504], [-1.63943, -0.72101, -2.92247], [-2.31111, -0.55942, -3.99733], [-1.77936, 0.27462, -5.11401], [-2.66303, 1.49952, -5.27047], [-4.16447, 1.12274, -5.31247], [-4.38702, -0.38859, -5.29100], [-3.72903, -1.04070, -4.08675], [-1.77648, -0.35580, -6.00156], [-0.74629, 0.52598, -4.88136], [-2.36057, 2.01992, -6.17927], [-2.46434, 2.18085, -4.44086], [-4.63030, 1.53705, -6.20440], [-4.68208, 1.57066, -4.46146], [-4.01585, -0.84705, -6.20911], [-5.45143, -0.61892, -5.24588], [-3.71862, -2.12710, -4.16316], [-4.23457, -0.75475, -3.16247]], "atomic_forces_ev_per_a": [[-0.34, 0.74, 0.25], [-0.04, -0.03, 0.01], [0.09, 0.06, -0.03], [-0.06, -0.02, 0.02], [0.09, 0.21, 0.00], [0.03, -0.05, -0.02], [-0.30, -0.34, 0.14], [0.45, 0.96, -0.06], [0.15, -0.16, -0.11], [0.03, 0.05, 0.04], [-0.06, 0.02, 0.04], [0.01, 0.00, 0.00], [0.00, 0.00, 0.00], [0.02, -0.03, 0.07], [-0.09, -0.24, -0.12], [0.72, -1.08, 0.27], [-0.38, -0.14, -0.16], [0.31, 0.02, -0.21], [-0.12, 0.02, 0.12], [0.04, 0.00, 0.00], [0.00, 0.00, -0.01], [-0.01, 0.00, 0.01], [-0.01, 0.01, 0.08], [-0.15, 0.08, 0.20], [-0.03, 0.05, -0.07], [0.02, -0.04, 0.00], [-0.01, 0.01, -0.01], [0.00, -0.01, 0.00], [0.02, 0.00, 0.00], [-0.03, -0.01, 0.01], [0.01, 0.02, -0.01], [0.00, 0.02, 0.03], [0.00, -0.01, 0.00], [0.00, -0.01, -0.01], [0.00, 0.01, 0.02], [-0.02, -0.01, -0.03], [0.01, 0.01, -0.01], [0.00, 0.00, 0.00], [0.00, 0.00, 0.00], [0.00, 0.01, 0.00], [0.00, 0.03, 0.00], [0.00, 0.00, 0.00], [0.00, 0.00, 0.00], [0.00, 0.00, 0.00], [0.01, 0.01, 0.00], [0.01, -0.01, 0.00], [0.00, 0.00, 0.00], [0.00, 0.00, 0.00], [0.01, 0.00, 0.00], [0.01, -0.02, 0.01], [-0.33, 0.01, -0.45], [-0.03, -0.19, 0.04], [-0.03, 0.09, -0.05], [0.00, -0.12, 0.07], [-0.02, 0.02, -0.01], [0.02, 0.01, 0.01], [-0.02, -0.03, -0.02], [0.08, 0.03, 0.04], [0.01, 0.03, -0.02], [-0.01, 0.03, 0.00], [-0.01, -0.01, -0.01], [0.00, 0.01, -0.02], [-0.01, 0.01, 0.01], [0.01, -0.01, 0.00], [0.00, 0.00, 0.00], [0.00, 0.01, -0.02], [-0.01, -0.01, -0.01], [-0.01, 0.00, -0.01]], "mulliken_spin": [1.227, -0.004, -0.017, 0.008, -0.013, -0.002, 0.007, -0.088, -0.019, -0.001, 0.008, 0.000, 0.000, -0.001, 0.000, -0.033, -0.018, 0.003, -0.002, 0.000, 0.000, -0.004, -0.002, -0.063, -0.003, 0.002, 0.002, -0.004, 0.002, -0.004, 0.004, -0.004, 0.001, -0.002, 0.001, 0.007, 0.000, 0.000, 0.000, 0.000, 0.002, 0.000, 0.000, 0.000, -0.001, 0.000, 0.000, 0.000, 0.000, -0.004, -0.068, 0.069, 0.014, 0.000, 0.000, 0.000, 0.001, 0.001, 0.001, 0.000, 0.000, 0.000, 0.000, 0.000, 0.000, 0.000, 0.000, 0.000], "de_lowest_kcal_mol": 10.3, "lumo_energy_ev": [-7.528, -6.852], "total_charge": 2, "e_tot_ha": -4632.91920, "largest_force_ev_per_a": 1.3, "multiplicity": 2, "gap_ev": [6.56, 7.26]}



Record 3
{"formula": "C6H4O", "method": "wB97M-V/def2-TZVPD", "symbols": ["C", "C", "C", "C", "O", "C", "C", "H", "H", "H", "H"], "positions_angstrom": [[1.37608, 1.25459, 0.32684], [0.76732, 0.28433, -0.61286], [0.53585, -0.36447, -1.68342], [-0.06473, -0.98002, 0.05568], [0.55120, -1.61733, 0.87037], [-1.50128, -1.03631, -0.10247], [-2.69773, -1.10509, -0.22092], [2.02556, 1.92514, -0.23972], [1.97645, 0.72923, 1.07444], [0.61352, 1.85187, 0.83613], [-3.75617, -1.17565, -0.34595]], "atomic_forces_ev_per_a": [[0.06, 0.08, 0.02], [0.00, -0.19, -0.54], [0.18, 0.40, 0.53], [0.02, -0.57, 0.58], [-0.38, 0.42, -0.51], [-0.46, -0.08, 0.00], [0.52, 0.03, 0.01], [-0.08, -0.08, 0.07], [-0.10, 0.05, -0.13], [0.09, -0.11, -0.08], [0.16, 0.03, 0.04]], "nbo_charge": [-0.645, -0.279, 0.111, 0.518, -0.447, -0.142, -0.095, 0.249, 0.251, 0.236, 0.243], "de_lowest_kcal_mol": 105.6, "lumo_energy_ev": -1.063, "e_tot_ha": -306.04329, "largest_force_ev_per_a": 0.8, "gap_ev": 9.22}



Repeat the third record exactly.
{"formula": "C6H4O", "method": "wB97M-V/def2-TZVPD", "symbols": ["C", "C", "C", "C", "O", "C", "C", "H", "H", "H", "H"], "positions_angstrom": [[1.37608, 1.25459, 0.32684], [0.76732, 0.28433, -0.61286], [0.53585, -0.36447, -1.68342], [-0.06473, -0.98002, 0.05568], [0.55120, -1.61733, 0.87037], [-1.50128, -1.03631, -0.10247], [-2.69773, -1.10509, -0.22092], [2.02556, 1.92514, -0.23972], [1.97645, 0.72923, 1.07444], [0.61352, 1.85187, 0.83613], [-3.75617, -1.17565, -0.34595]], "atomic_forces_ev_per_a": [[0.06, 0.08, 0.02], [0.00, -0.19, -0.54], [0.18, 0.40, 0.53], [0.02, -0.57, 0.58], [-0.38, 0.42, -0.51], [-0.46, -0.08, 0.00], [0.52, 0.03, 0.01], [-0.08, -0.08, 0.07], [-0.10, 0.05, -0.13], [0.09, -0.11, -0.08], [0.16, 0.03, 0.04]], "nbo_charge": [-0.645, -0.279, 0.111, 0.518, -0.447, -0.142, -0.095, 0.249, 0.251, 0.236, 0.243], "de_lowest_kcal_mol": 105.6, "lumo_energy_ev": -1.063, "e_tot_ha": -306.04329, "largest_force_ev_per_a": 0.8, "gap_ev": 9.22}